Record 1
C5H6N2O2 | ωB97M-V/def2-TZVPD

Last columns: bonded neighbours and bond lengths (Å).
Cartesian coordinates (Å):
1 C 2.3353 0.2104 0.8183  C2 1.386, N6 1.341, H10 1.105
2 C 0.9946 -0.0720 1.0297  C1 1.386, N7 1.354, H11 1.103
3 C 1.3301 0.6659 -0.9577  N6 1.261, N7 1.367, H12 1.118
4 C -1.0552 -0.1743 -0.6559  C5 1.660, N7 1.536, O8 1.366, H13 1.064
5 C -2.3132 0.2990 0.3184  C4 1.660, O9 1.169, H14 1.027
6 N 2.4770 0.6735 -0.4324  C1 1.341, C3 1.261
7 N 0.3702 0.1093 -0.1584  C2 1.354, C3 1.367, C4 1.536
8 O -1.3255 -1.4985 -0.8531  C4 1.366, H15 1.009
9 O -2.6826 1.3827 0.5553  C5 1.169
10 H 3.2191 0.1593 1.4801  C1 1.105
11 H 0.3879 -0.5218 1.8340  C2 1.103
12 H 0.9422 0.9554 -1.9655  C3 1.118
13 H -1.1717 0.3444 -1.5773  C4 1.064
14 H -2.7549 -0.5083 0.7749  C5 1.027
15 H -0.7533 -2.0252 -0.2102  O8 1.009

LUMO: 0.018 Eh
energy relative to the best compared isomer or geometry (same formula, charge and spin): 49.2 kcal/mol
SMILES: O=C[C@H](O)n1ccnc1
maximum force: 4.595 eV Å⁻¹


Record 2
C5H6N2O2 | ωB97M-V/def2-TZVPD

Last columns: bonded neighbours and bond lengths (Å).
Cartesian coordinates (Å):
1 C 1.0220 2.6519 -1.3435  C2 1.398, N6 1.145
2 C 0.6028 2.0208 -0.1689  C1 1.398, C3 1.315, N7 1.489
3 C 0.3495 0.7490 0.0493  C2 1.315, C4 1.557, C5 1.470
4 C -0.2400 0.2656 1.4072  C3 1.557, H10 1.049, H11 1.153, H12 1.053
5 C 0.5005 -0.2404 -1.0280  C3 1.470, H13 1.088, H14 1.126, H15 1.183
6 N 1.4159 3.2450 -2.2403  C1 1.145
7 N 0.5261 2.9514 0.9906  C2 1.489, O8 1.203, O9 1.184
8 O 1.5961 3.4441 1.2355  N7 1.203
9 O -0.5257 2.9856 1.5330  N7 1.184
10 H 0.1995 -0.6316 1.7254  C4 1.049
11 H -0.1486 1.2026 2.0735  C4 1.153
12 H -1.2718 0.1171 1.2565  C4 1.053
13 H 0.1657 0.1382 -1.9914  C5 1.088
14 H 1.4986 -0.6927 -1.2854  C5 1.126
15 H -0.1286 -1.2108 -0.7797  C5 1.183

LUMO: -0.009 Eh
energy relative to the best compared isomer or geometry (same formula, charge and spin): 111.3 kcal/mol
SMILES: CC(C)=C(C#N)[N+](=O)[O-]
maximum force: 4.172 eV Å⁻¹